*w*
{"formula": "C5H11FN2", "method": "ωB97M-V/def2-TZVPD", "elements": ["N", "C", "C", "F", "C", "C", "N", "C", "H", "H", "H", "H", "H", "H", "H", "H", "H", "H", "H"], "xyz": [[-1.93, 0.30, -0.04], [-0.48, 0.30, -0.16], [0.04, 1.49, -0.96], [-0.30, 2.67, -0.29], [0.20, 0.25, 1.23], [1.11, -1.00, 1.19], [1.33, -1.20, -0.25], [0.02, -1.01, -0.85], [-2.36, 0.24, -0.96], [-2.24, 1.21, 0.36], [1.12, 1.46, -1.07], [-0.43, 1.54, -1.95], [0.76, 1.13, 1.42], [-0.57, 0.16, 2.01], [2.05, -0.85, 1.68], [0.61, -1.83, 1.65], [1.70, -2.12, -0.45], [-0.72, -1.83, -0.60], [0.08, -0.93, -1.95]], "mol_weight_g_mol": 118.155, "multiplicity": 1, "homo_lumo_gap_ev": 10.163}

*x*
{"formula": "C5H11FN2", "method": "ωB97M-V/def2-TZVPD", "elements": ["N", "C", "C", "N", "C", "C", "F", "C", "H", "H", "H", "H", "H", "H", "H", "H", "H", "H", "H"], "xyz": [[-2.81, -0.45, -0.35], [-1.63, -0.11, 0.41], [-0.88, 1.20, -0.14], [0.29, 0.33, -0.41], [1.58, 0.63, 0.10], [2.51, -0.55, -0.33], [3.77, -0.09, 0.05], [-0.30, -0.86, 0.02], [-3.35, -1.11, 0.19], [-3.41, 0.37, -0.51], [-1.85, -0.19, 1.49], [-0.76, 1.98, 0.64], [-1.22, 1.58, -1.09], [2.01, 1.60, -0.32], [1.64, 0.78, 1.18], [2.28, -1.39, 0.37], [2.60, -0.71, -1.39], [0.07, -1.39, 0.90], [-0.52, -1.63, -0.82]], "mol_weight_g_mol": 118.155, "multiplicity": 1, "homo_lumo_gap_ev": 9.351}

*y*
{"formula": "C5H11FN2", "method": "ωB97M-V/def2-TZVPD", "elements": ["C", "C", "F", "C", "C", "N", "C", "N", "H", "H", "H", "H", "H", "H", "H", "H", "H", "H", "H"], "xyz": [[1.73, -0.07, 0.99], [1.07, -0.22, -0.45], [1.85, -0.29, -1.44], [0.20, -1.44, -0.17], [-0.94, -0.41, 0.13], [-2.29, -0.59, -0.41], [-0.13, 0.64, -0.64], [-0.16, 1.96, -0.06], [2.41, -0.98, 1.23], [2.46, 0.86, 1.23], [1.07, -0.21, 1.80], [-0.17, -2.07, -1.12], [0.42, -2.23, 0.57], [-1.02, 0.21, 1.06], [-2.89, -1.19, 0.33], [-2.77, 0.54, -0.51], [-0.36, 0.50, -1.68], [-1.01, 2.45, -0.21], [0.51, 2.54, -0.66]], "mol_weight_g_mol": 118.155, "multiplicity": 1, "homo_lumo_gap_ev": 10.017}

Of them, *w* has the highest stability.

*w*
{"formula": "C3H4N2O3", "method": "ωB97M-V/def2-TZVPD", "elements": ["O", "C", "N", "N", "C", "C", "O", "O", "H", "H", "H", "H"], "xyz": [[1.04, 1.14, 1.68], [0.28, 0.48, 1.01], [-0.57, -0.45, 1.58], [-1.13, -1.32, 0.68], [-0.68, -1.05, -0.51], [0.21, 0.19, -0.55], [-0.56, 1.31, -1.02], [1.44, 0.00, -1.09], [-0.83, -0.57, 2.52], [-0.80, -1.82, -1.31], [-0.39, 1.23, -2.00], [1.97, 0.86, -0.98]], "mol_weight_g_mol": 116.076, "multiplicity": 1, "homo_lumo_gap_ev": 9.979}

*x*
{"formula": "C3H4N2O3", "method": "ωB97M-V/def2-TZVPD", "elements": ["C", "C", "C", "H", "H", "H", "H", "N", "N", "O", "O", "O"], "xyz": [[-1.85, -0.52, -0.20], [-0.44, -0.25, 0.47], [2.02, 0.19, 0.00], [-1.75, -1.63, -1.18], [-0.39, 0.02, 1.47], [1.29, 2.05, -0.63], [3.13, 0.32, -0.17], [1.19, 1.38, 0.11], [1.73, -1.09, -0.10], [-2.79, 0.36, 0.06], [-0.20, 1.00, -0.26], [0.36, -1.28, 0.05]], "mol_weight_g_mol": 116.076, "multiplicity": 1, "homo_lumo_gap_ev": 9.702}

Of them, *w* has the highest stability.

*w*
{"formula": "C2H2BrN", "method": "ωB97M-V/def2-TZVPD", "elements": ["Br", "C", "C", "N", "H", "H"], "xyz": [[2.08, -0.54, 0.19], [0.25, -0.08, -0.58], [-0.89, 0.63, 0.70], [-0.27, 1.18, -0.28], [-0.04, -0.91, -1.18], [-1.13, -0.29, 1.14]], "mol_weight_g_mol": 119.949, "multiplicity": 1, "homo_lumo_gap_ev": 8.773}

*x*
{"formula": "C2H2BrN", "method": "ωB97M-V/def2-TZVPD", "elements": ["C", "C", "N", "Br", "H", "H"], "xyz": [[4.07, 0.99, -0.89], [0.62, -1.02, 0.11], [1.07, 0.04, -0.31], [3.35, -0.16, 0.16], [-0.44, -1.19, 0.14], [1.17, -1.81, 0.52]], "mol_weight_g_mol": 119.949, "multiplicity": 1, "homo_lumo_gap_ev": [8.290, 7.076]}

Of them, *w* has the highest stability.

*w*
{"formula": "C4H6FO4", "method": "ωB97M-V/def2-TZVPD", "elements": ["O", "C", "C", "O", "C", "O", "O", "C", "H", "F", "H", "H", "H", "H", "H"], "xyz": [[-0.98, 0.56, 0.74], [-1.04, 1.56, -0.12], [0.15, 1.42, -1.07], [1.20, 0.92, -0.26], [0.78, -0.11, 0.57], [0.65, -1.23, -0.23], [1.34, -0.22, 1.67], [0.18, -2.39, 0.41], [0.46, 2.37, -1.50], [-0.82, 2.84, 0.60], [-2.00, 1.71, -0.64], [-0.10, 0.69, -1.86], [0.09, -3.16, -0.37], [0.88, -2.73, 1.18], [-0.81, -2.22, 0.87]], "total_charge": -1, "mol_weight_g_mol": 137.086, "multiplicity": 1, "homo_lumo_gap_ev": 8.774}

*x*
{"formula": "C4H6FO4", "method": "ωB97M-V/def2-TZVPD", "elements": ["C", "O", "C", "O", "O", "C", "F", "C", "O", "H", "H", "H", "H", "H", "H"], "xyz": [[-1.56, -0.98, -2.21], [-1.89, -0.24, -1.04], [-0.94, 0.07, -0.12], [-1.34, 0.36, 1.00], [0.01, 0.83, -0.78], [1.32, 1.07, -0.44], [1.48, 1.58, 0.85], [1.98, -0.31, -0.55], [1.02, -1.26, -0.35], [-0.90, -0.43, -2.89], [-1.13, -1.95, -1.94], [-2.51, -1.16, -2.72], [1.72, 1.83, -1.12], [2.79, -0.32, 0.22], [2.45, -0.33, -1.56]], "total_charge": -1, "mol_weight_g_mol": 137.086, "multiplicity": 1, "homo_lumo_gap_ev": 7.380}

Of them, *w* has the highest stability.

*w*
{"formula": "CH3O3", "method": "ωB97M-V/def2-TZVPD", "elements": ["O", "H", "O", "C", "O", "H", "H"], "xyz": [[-1.78, -0.74, -1.79], [-2.11, 0.10, -1.40], [0.24, -0.69, 1.00], [1.05, 0.26, 0.91], [0.94, 1.28, 0.19], [1.98, 0.27, 1.54], [-0.93, -0.81, -1.35]], "total_charge": -1, "mol_weight_g_mol": 63.032, "multiplicity": 1, "homo_lumo_gap_ev": 8.727}

*x*
{"formula": "CH3O3", "method": "ωB97M-V/def2-TZVPD", "elements": ["O", "H", "H", "O", "O", "C", "H"], "xyz": [[-1.82, -0.88, -2.44], [-1.56, -1.70, -1.95], [-1.70, -0.16, -1.78], [1.29, 1.12, 0.36], [1.38, -0.52, 1.89], [1.32, 0.70, 1.55], [1.10, 1.43, 2.37]], "total_charge": -1, "mol_weight_g_mol": 63.032, "multiplicity": 1, "homo_lumo_gap_ev": 7.886}

Of them, *w* has the highest stability.